{
  "formula": "C14H13MnNS",
  "method": "ωB97M-V/def2-TZVPD",
  "elements": ["Mn", "C", "H", "H", "H", "H", "H", "S", "C", "C", "C", "C", "C", "C", "N", "C", "C", "C", "C", "C", "C", "C", "H", "H", "H", "H", "H", "H", "H", "H"],
  "xyz": [[0.06, 1.11, -0.57], [3.83, 2.82, 0.45], [2.76, 2.40, 0.70], [4.11, 3.98, 0.16], [4.28, 2.26, -0.48], [4.35, 2.74, 1.40], [1.48, 0.36, -0.12], [-2.33, -2.03, 0.01], [-2.81, -0.92, 1.15], [-3.92, -0.81, 2.03], [-4.05, 0.27, 2.94], [-3.03, 1.28, 3.02], [-1.90, 1.21, 2.17], [-1.87, 0.09, 1.30], [-0.82, -0.07, 0.43], [-0.84, -1.18, -0.38], [0.16, -1.35, -1.39], [0.22, -2.44, -2.29], [1.31, -2.48, -3.17], [2.32, -1.53, -3.17], [2.26, -0.44, -2.29], [1.21, -0.33, -1.37], [-4.70, -1.54, 2.04], [-4.95, 0.42, 3.64], [-3.09, 2.12, 3.75], [-1.04, 1.97, 2.20], [-0.60, -3.19, -2.24], [1.34, -3.32, -3.85], [3.18, -1.64, -3.85], [3.07, 0.27, -2.23]],
  "multiplicity": 4,
  "homo_ha": [-0.5834, -0.5834],
  "fmax_ha_per_bohr": 0.0741,
  "total_charge": 2,
  "e_tot_ev": -58352.7414,
  "gap_ev": [5.948, 6.841],
  "s2": 3.80
}



{
  "formula": "C58H49NO19",
  "method": "ωB97M-V/def2-TZVPD",
  "elements": ["C", "C", "C", "C", "C", "C", "O", "O", "C", "C", "C", "C", "N", "O", "H", "H", "H", "H", "H", "H", "H", "H", "H", "H", "H", "H", "H", "H", "H", "H", "H", "C", "C", "C", "O", "C", "C", "C", "O", "H", "H", "H", "H", "C", "C", "C", "O", "C", "C", "C", "O", "H", "H", "H", "H", "C", "C", "C", "O", "C", "C", "C", "O", "H", "H", "H", "H", "C", "C", "C", "O", "C", "C", "C", "O", "H", "H", "H", "H", "C", "C", "C", "O", "C", "C", "C", "O", "H", "H", "H", "H", "C", "C", "C", "O", "C", "C", "C", "O", "H", "H", "H", "H", "C", "C", "C", "O", "C", "C", "C", "O", "H", "H", "H", "H", "C", "C", "C", "O", "C", "C", "C", "O", "H", "H", "H", "H"],
  "xyz": [[5.14, -2.06, 3.68], [4.63, -0.78, 3.00], [4.79, -1.01, 1.49], [5.52, 0.40, 3.44], [5.02, 1.72, 2.84], [5.87, 2.87, 3.49], [5.25, 3.89, 3.89], [7.10, 2.66, 3.53], [3.54, 1.93, 3.19], [2.59, 0.72, 2.99], [1.37, 0.96, 3.90], [2.02, 0.65, 1.57], [3.21, -0.58, 3.41], [3.05, -0.83, 4.67], [5.47, -1.85, 4.70], [4.35, -2.82, 3.71], [5.99, -2.45, 3.13], [4.53, -0.13, 0.90], [4.18, -1.85, 1.16], [5.84, -1.22, 1.27], [6.51, 0.20, 3.04], [5.62, 0.46, 4.52], [5.22, 1.77, 1.77], [3.43, 2.32, 4.19], [3.17, 2.72, 2.53], [0.77, 0.05, 3.99], [0.78, 1.77, 3.45], [1.67, 1.30, 4.89], [2.68, 0.18, 0.85], [1.71, 1.64, 1.24], [1.11, 0.04, 1.61], [4.82, 3.34, -1.80], [3.79, 3.07, -1.00], [2.45, 2.73, -1.55], [1.53, 2.49, -0.81], [2.31, 2.70, -3.03], [3.33, 2.97, -3.83], [4.67, 3.31, -3.27], [5.60, 3.55, -4.01], [5.80, 3.59, -1.42], [3.87, 3.09, 0.08], [1.32, 2.45, -3.41], [3.25, 2.96, -4.91], [-3.46, 4.35, 2.27], [-2.17, 4.51, 2.56], [-1.12, 3.87, 1.73], [0.05, 4.01, 2.00], [-1.55, 3.05, 0.57], [-2.84, 2.90, 0.28], [-3.89, 3.53, 1.11], [-5.08, 3.38, 0.86], [-4.25, 4.80, 2.85], [-1.83, 5.10, 3.40], [-0.76, 2.60, -0.02], [-3.18, 2.31, -0.56], [-3.25, -2.17, -0.73], [-4.38, -2.88, -0.65], [-5.56, -2.36, 0.07], [-6.59, -3.00, 0.14], [-5.44, -1.02, 0.72], [-4.31, -0.32, 0.65], [-3.13, -0.84, -0.08], [-2.10, -0.20, -0.15], [-2.37, -2.53, -1.25], [-4.49, -3.85, -1.12], [-6.32, -0.66, 1.25], [-4.21, 0.65, 1.11], [5.64, -6.73, 1.92], [5.52, -7.66, 2.86], [4.45, -7.59, 3.88], [4.34, -8.45, 4.74], [3.53, -6.43, 3.83], [3.64, -5.50, 2.89], [4.71, -5.57, 1.86], [4.82, -4.72, 1.00], [6.41, -6.76, 1.16], [6.19, -8.52, 2.92], [2.76, -6.39, 4.58], [2.97, -4.65, 2.84], [-6.45, 2.26, -2.03], [-7.48, 3.07, -1.82], [-8.46, 3.36, -2.90], [-9.40, 4.10, -2.72], [-8.24, 2.71, -4.22], [-7.21, 1.90, -4.42], [-6.24, 1.61, -3.34], [-5.29, 0.86, -3.52], [-5.73, 2.04, -1.26], [-7.65, 3.56, -0.87], [-8.97, 2.93, -4.99], [-7.03, 1.41, -5.37], [-6.21, -2.17, -4.14], [-5.15, -2.98, -4.20], [-5.29, -4.38, -4.69], [-4.33, -5.12, -4.74], [-6.64, -4.83, -5.10], [-7.69, -4.02, -5.04], [-7.55, -2.62, -4.55], [-8.51, -1.88, -4.50], [-6.13, -1.15, -3.78], [-4.16, -2.67, -3.90], [-6.71, -5.85, -5.46], [-8.68, -4.33, -5.34], [-1.13, -5.56, 7.30], [-0.31, -5.87, 6.30], [0.17, -4.83, 5.35], [0.92, -5.11, 4.44], [-0.31, -3.44, 5.55], [-1.14, -3.13, 6.55], [-1.61, -4.17, 7.50], [-2.37, -3.89, 8.41], [-1.50, -6.30, 8.00], [0.06, -6.88, 6.14], [0.06, -2.70, 4.85], [-1.49, -2.13, 6.72], [4.25, 5.80, -8.94], [3.96, 4.86, -8.04], [2.70, 4.91, -7.26], [2.44, 4.05, -6.44], [1.78, 6.04, -7.52], [2.07, 6.98, -8.41], [3.33, 6.93, -9.20], [3.59, 7.79, -10.01], [5.17, 5.79, -9.51], [4.63, 4.03, -7.83], [0.86, 6.05, -6.94], [1.41, 7.81, -8.62]],
  "multiplicity": 2,
  "homo_ha": [-0.1626, -0.1628],
  "fmax_ha_per_bohr": 0.0304,
  "total_charge": -1,
  "e_tot_ev": -101324.3877,
  "gap_ev": [3.816, 3.821],
  "s2": 0.75
}



{
  "formula": "C25H27BrN4O3SScSe2",
  "method": "ωB97M-V/def2-TZVPD",
  "elements": ["Sc", "C", "C", "C", "C", "C", "C", "C", "S", "O", "O", "N", "C", "C", "C", "C", "C", "C", "C", "C", "N", "C", "H", "H", "H", "H", "H", "H", "H", "H", "H", "H", "H", "H", "H", "C", "Se", "C", "C", "Se", "C", "H", "H", "H", "H", "H", "H", "H", "H", "H", "H", "O", "N", "Br", "C", "C", "C", "C", "C", "N", "H", "H", "H", "H"],
  "xyz": [[0.16, -0.24, -1.02], [-3.88, -1.78, 5.56], [-3.01, -1.20, 4.48], [-1.92, -0.40, 4.78], [-1.11, 0.16, 3.80], [-1.42, -0.12, 2.48], [-2.51, -0.89, 2.13], [-3.30, -1.43, 3.13], [0.66, 1.42, 1.40], [1.22, 1.61, 2.71], [-0.66, 0.41, 1.35], [1.59, 0.32, 0.50], [2.68, -0.33, 1.04], [2.77, -0.66, 2.43], [3.90, -1.18, 3.03], [5.05, -1.38, 2.29], [5.02, -1.12, 0.91], [6.20, -1.09, 0.17], [6.23, -0.64, -1.16], [5.07, -0.37, -1.78], [3.86, -0.52, -1.10], [3.80, -0.70, 0.29], [-3.47, -1.58, 6.54], [-3.97, -2.86, 5.44], [-4.88, -1.35, 5.52], [-1.68, -0.19, 5.81], [-0.28, 0.79, 4.09], [-2.77, -1.05, 1.10], [-4.15, -2.04, 2.86], [1.89, -0.49, 3.04], [3.89, -1.40, 4.09], [5.97, -1.70, 2.76], [7.13, -1.39, 0.66], [7.17, -0.56, -1.70], [4.95, -0.11, -2.83], [-1.70, -0.18, -4.52], [0.12, -0.45, -3.89], [0.88, 1.23, -4.53], [0.31, 2.46, -3.86], [0.70, 2.42, -1.95], [-0.40, 3.92, -1.37], [-1.66, -0.07, -5.60], [-2.16, 0.69, -4.05], [-2.26, -1.08, -4.28], [0.70, 1.25, -5.61], [1.96, 1.14, -4.38], [-0.77, 2.55, -4.01], [0.78, 3.36, -4.26], [-1.43, 3.80, -1.70], [0.03, 4.82, -1.82], [-0.33, 3.99, -0.29], [1.87, -1.27, -1.38], [2.82, -0.65, -1.90], [-1.32, -2.65, -0.96], [-2.62, -1.28, -1.26], [-3.96, -1.57, -1.38], [-4.81, -0.49, -1.54], [-4.29, 0.80, -1.54], [-2.93, 0.98, -1.42], [-2.09, -0.06, -1.28], [-4.32, -2.59, -1.35], [-5.88, -0.65, -1.64], [-4.94, 1.66, -1.64], [-2.48, 1.96, -1.41]],
  "homo_ha": [-0.5745, -0.5745],
  "fmax_ha_per_bohr": 0.0277,
  "total_charge": 3,
  "e_tot_ev": -270710.0633,
  "gap_ev": [4.366, 4.361]
}



{
  "formula": "C5H6N",
  "method": "ωB97M-V/def2-TZVPD",
  "elements": ["C", "C", "C", "C", "C", "N", "H", "H", "H", "H", "H", "H"],
  "xyz": [[1.54, -0.72, -0.12], [-0.39, -1.20, 0.22], [-1.62, -0.62, -0.11], [2.40, -1.64, 0.14], [-2.46, 0.35, -0.67], [-1.62, -1.67, 0.67], [1.17, 0.25, -0.56], [2.23, -2.58, 0.72], [3.45, -1.40, -0.04], [-3.45, -0.08, -0.75], [-2.15, 0.74, -1.63], [-2.76, 1.13, 0.11]],
  "homo_ha": -0.5823,
  "fmax_ha_per_bohr": 0.1014,
  "total_charge": 1,
  "e_tot_ev": -6759.2898,
  "e_above_lowest_kcal_mol": 135.8,
  "gap_ev": 10.823
}